(1)
6
Properties=species:S:1:pos:R:3:forces:R:3 method="wB97M-V/def2-TZVPD" e_homo_ev="-7.8 / -7.9" energy_ev=-18246.9814 de_lowest_kcal_mol=61.9 orbital_gap_ha="0.239 / 0.244"
C -0.79433 1.89894 0.59964 0.610 -3.103 -2.506
Si 0.52989 -1.39524 0.03970 0.600 0.386 1.627
P -0.64862 0.72282 -0.43502 -0.275 1.383 1.104
H -0.85839 2.80367 1.08053 -0.320 1.606 1.027
H -0.01731 -2.59103 -0.54941 -0.871 -0.669 -0.795
H 1.78877 -1.43917 -0.73544 0.256 0.396 -0.456

=====

(2)
62
Properties=species:S:1:pos:R:3:forces:R:3 method="wB97M-V/def2-TZVPD" e_homo_ev=-5.4 energy_ev=-99037.3746 de_lowest_kcal_mol=6.6 orbital_gap_ha=0.262 charge=-1
C -0.52529 -3.30238 0.01017 -0.253 0.054 0.592
Ga 0.49894 -4.33121 1.43156 -0.715 -0.727 -1.187
I 1.79302 -2.75575 3.11734 0.269 0.361 0.389
H -0.21600 -3.55075 -1.00351 0.287 0.195 -0.046
H -1.56589 -3.62579 0.08138 -0.037 -0.070 0.087
H -0.55631 -2.22099 0.14689 0.186 0.086 -0.178
H 1.60872 -5.21829 0.72780 0.264 0.242 0.343
H -0.51631 -5.21056 2.28771 0.218 0.186 0.348
O 0.13125 0.50285 -0.02659 0.180 0.393 -0.118
H 0.72195 -0.07392 0.47056 -0.115 -0.056 0.127
H 0.68786 0.90082 -0.71186 -0.116 -0.195 -0.223
O -1.46975 2.76297 0.68843 -0.101 0.123 -0.304
H -2.34475 2.36243 0.73613 -0.009 0.034 0.234
H -0.88313 2.03616 0.40870 0.158 -0.129 0.138
O 2.00164 -7.07388 -0.78378 -0.035 -0.359 -0.291
H 1.65315 -7.83203 -1.26680 0.016 0.017 0.016
H 2.86442 -6.91281 -1.17964 -0.024 0.108 0.060
O -1.72391 4.33656 -1.74135 -0.063 0.470 -0.077
H -2.66330 4.52756 -1.82457 0.017 -0.062 -0.037
H -1.61814 4.08572 -0.81062 0.156 -0.502 0.096
O 1.66575 -0.66728 6.15937 0.042 -0.046 0.088
H 1.32466 -1.43094 5.67463 0.035 0.132 -0.003
H 2.52701 -0.51296 5.75773 -0.035 -0.004 -0.033
O 0.39627 4.15542 -3.91703 0.091 -0.041 -0.120
H 0.11268 3.94216 -3.01911 -0.207 0.048 -0.004
H -0.08181 4.96486 -4.12838 0.102 0.081 0.108
O -3.16946 -5.25738 1.65532 -0.387 -0.079 -0.139
H -3.62172 -6.10567 1.61849 0.009 0.028 0.092
H -3.03228 -5.08640 2.59327 0.267 -0.003 -0.060
O -1.63331 -5.89102 -1.78239 0.099 -0.349 -0.030
H -1.99441 -6.20237 -0.94527 -0.024 0.195 0.052
H -0.69841 -5.76081 -1.58146 -0.025 0.126 0.026
O -0.42238 7.19912 -0.94653 0.082 0.266 -0.143
H -0.83844 6.34454 -1.09547 -0.038 -0.176 -0.035
H -0.33658 7.23366 0.01113 -0.083 -0.142 0.006
O 1.08713 1.26465 -2.99978 0.030 -0.013 0.163
H 1.08498 1.98435 -3.64052 -0.114 0.038 -0.012
H 1.85232 0.73211 -3.24940 0.011 0.052 -0.029
O -1.29099 5.60091 1.36772 -0.177 0.094 0.155
H -1.66077 4.71591 1.23343 0.223 -0.167 0.092
H -1.17175 5.65007 2.32102 0.031 0.009 -0.037
O -3.70518 3.24173 2.27071 -0.261 0.088 0.036
H -4.64530 3.43805 2.20118 0.031 -0.006 0.004
H -3.57160 3.02164 3.19882 0.105 -0.078 -0.057
O 1.81281 -6.47592 4.81265 0.143 0.027 0.184
H 1.78421 -5.53146 4.61432 -0.115 0.026 -0.166
H 2.65930 -6.75880 4.45411 -0.056 0.005 -0.067
O -0.09789 4.64942 -7.06453 0.104 -0.130 -0.254
H -1.03482 4.85021 -7.14152 0.023 0.070 0.104
H -0.00086 4.40197 -6.13981 0.085 -0.126 0.029
O 5.29517 -1.00526 3.26781 0.042 -0.041 0.058
H 4.42090 -1.41648 3.29085 -0.101 -0.009 -0.084
H 5.87989 -1.72444 3.01087 -0.026 0.015 -0.002
O 3.64928 1.09844 -4.40765 0.113 0.083 -0.083
H 3.62408 2.04981 -4.55851 -0.044 -0.016 0.042
H 4.50257 0.81998 -4.75383 -0.042 -0.068 0.032
O -0.99696 -3.08740 5.58657 0.042 0.137 0.133
H -0.41189 -3.66754 6.08409 -0.023 -0.043 -0.066
H -0.41844 -2.69067 4.92024 -0.089 -0.175 -0.146
O -1.99032 5.97468 -5.39869 -0.220 0.040 0.246
H -2.26425 5.74321 -4.50360 -0.031 -0.050 -0.039
H -2.46737 6.78921 -5.58881 0.106 0.031 -0.010